A cluster of 4 separate species, C21H25Br6F3O3 in total. Source: the OMol25 dataset; level of theory: wB97M-V/def2-TZVPD.

```
58
C21H25Br6F3O3 (wB97M-V/def2-TZVPD)
C -0.131 -5.205 1.945
C 0.097 -4.342 0.733
C -0.477 -4.650 -0.499
C -0.219 -3.855 -1.606
C 0.613 -2.752 -1.509
C 1.182 -2.413 -0.285
C 2.104 -1.236 -0.135
C 1.595 0.084 -0.594
C 0.392 0.609 -0.843
C -0.983 0.027 -0.783
C -1.449 -0.475 0.592
C -0.949 0.327 1.760
F -1.731 0.111 2.839
F -0.995 1.654 1.521
F 0.303 0.015 2.145
C 0.607 2.030 -1.235
O -0.218 2.849 -1.510
O 1.950 2.312 -1.215
C 2.612 1.155 -0.831
O 3.796 1.104 -0.736
C 0.916 -3.220 0.817
H 0.384 -6.160 1.808
H 0.303 -4.747 2.833
H -1.185 -5.429 2.099
H -1.117 -5.521 -0.574
H -0.662 -4.133 -2.554
H 0.816 -2.144 -2.384
H 2.421 -1.145 0.907
H 3.017 -1.405 -0.716
H -1.647 0.847 -1.069
H -1.131 -0.742 -1.541
H -1.267 -1.536 0.746
H -2.532 -0.334 0.615
H 1.375 -2.974 1.769
Br 4.260 -2.397 -2.450
C 4.993 -1.827 -4.157
C 5.125 -0.328 -4.204
Br 3.395 0.530 -4.444
H 4.331 -2.209 -4.927
H 5.966 -2.307 -4.241
H 5.726 -0.025 -5.058
H 5.551 0.080 -3.292
Br -2.149 5.113 6.611
C -1.336 3.737 5.502
C -2.041 3.588 4.181
Br -3.732 2.647 4.361
H -1.350 2.820 6.082
H -0.308 4.057 5.347
H -1.445 2.984 3.502
H -2.262 4.545 3.719
Br -5.788 4.513 -2.361
C -4.487 4.394 -0.921
C -3.423 3.369 -1.207
Br -4.089 1.555 -0.961
H -5.042 4.172 -0.015
H -4.041 5.383 -0.845
H -2.595 3.471 -0.510
H -3.045 3.426 -2.222
```

Results
E_HOMO: -9.4 eV
E_tot: -16784.681683 Ha
SMILES: Cc1cccc(CC2=C(CCC(F)(F)F)C(=O)OC2=O)c1.BrCCBr.BrCCBr.BrCCBr

Atom charges from the Mulliken analysis, given in e for atoms 1 to 4:
1. C -1.634
2. C 0.919
3. C -0.617
4. C -0.728



A structure of composition C36H51N4NiO11PSSbTe in a non-equilibrium geometry. Source: the OMol25 dataset; level of theory: wB97M-V/def2-TZVPD.

```
107
C36H51N4NiO11PSSbTe (wB97M-V/def2-TZVPD)
Ni 0.747 0.398 0.217
C 4.583 7.021 -6.124
C 3.389 6.416 -5.389
S 3.918 5.866 -3.778
O 4.721 6.885 -3.155
O 4.454 4.527 -3.899
C 2.412 5.714 -2.821
C 2.827 5.344 -1.387
N 1.920 4.362 -0.773
C 1.963 3.030 -0.979
N 1.101 2.399 -0.182
C 0.495 3.359 0.578
C 0.986 4.568 0.226
N 0.516 5.843 0.694
O -0.256 5.817 1.628
O 0.881 6.848 0.105
C 2.800 2.381 -2.019
H 4.275 7.358 -7.112
H 5.380 6.286 -6.241
H 4.982 7.870 -5.572
H 3.002 5.526 -5.885
H 2.590 7.142 -5.227
H 1.825 4.926 -3.295
H 1.875 6.661 -2.851
H 2.829 6.229 -0.772
H 3.830 4.924 -1.369
H -0.258 3.150 1.317
H 3.691 2.956 -2.265
H 2.219 2.272 -2.940
H 3.086 1.389 -1.684
C 4.286 0.986 0.947
O 4.046 -0.159 0.117
P 2.588 -0.845 0.065
O 2.746 -1.665 -1.324
C 2.189 -1.159 -2.547
O 2.711 -2.095 1.068
C 3.945 -2.840 1.195
H 4.752 0.678 1.882
H 3.355 1.514 1.169
H 4.961 1.647 0.410
H 2.946 -0.601 -3.096
H 1.321 -0.528 -2.348
H 1.877 -2.015 -3.139
H 4.698 -2.233 1.692
H 4.313 -3.152 0.217
H 3.715 -3.714 1.797
Te 0.638 -3.897 -0.475
C -1.073 -5.071 -0.325
C -2.050 -4.870 -1.299
C -3.215 -5.615 -1.248
C -3.414 -6.522 -0.213
C -2.446 -6.695 0.773
C -1.267 -5.974 0.719
C 2.044 -5.344 0.110
C 2.152 -5.804 1.418
C 3.164 -6.694 1.742
C 4.065 -7.110 0.769
C 3.955 -6.642 -0.536
C 2.948 -5.747 -0.869
H -1.901 -4.144 -2.090
H -3.974 -5.479 -2.007
H -4.332 -7.094 -0.168
H -2.614 -7.385 1.589
H -0.515 -6.115 1.485
H 1.459 -5.473 2.184
H 3.249 -7.065 2.755
H 4.860 -7.797 1.028
H 4.652 -6.972 -1.296
H 2.862 -5.384 -1.887
C -2.565 4.188 -1.305
C -3.204 3.441 -0.131
Sb -2.499 1.404 0.085
C -3.180 0.613 -1.805
C -4.548 1.101 -2.291
C -3.963 0.822 1.574
C -5.436 1.029 1.212
H -2.981 5.195 -1.401
H -2.738 3.671 -2.253
H -1.486 4.292 -1.176
H -4.288 3.397 -0.252
H -3.000 3.941 0.820
H -3.149 -0.469 -1.676
H -2.394 0.895 -2.509
H -5.353 0.725 -1.663
H -4.741 0.753 -3.310
H -4.614 2.191 -2.304
H -3.690 1.417 2.449
H -3.763 -0.227 1.789
H -5.653 2.063 0.942
H -6.074 0.777 2.065
H -5.735 0.384 0.387
O -2.409 -2.117 0.326
C -1.289 -1.701 0.584
O -0.490 -1.149 -0.286
C -0.731 -1.942 1.970
C 0.123 -1.054 2.614
C 0.643 -1.352 3.865
C 0.331 -2.555 4.479
C -0.537 -3.418 3.836
C -1.091 -3.124 2.606
N -0.885 -4.704 4.480
O -0.420 -4.930 5.576
O -1.597 -5.468 3.854
H 0.381 -0.102 2.152
H 1.302 -0.653 4.365
H 0.749 -2.834 5.436
H -1.799 -3.796 2.141
```

Results
ΔE to the lowest compared entry with this formula, charge and spin: 241.98 kJ/mol
⟨S²⟩: 2.0147
E_HOMO (spin up / spin down): -9.9 / -10.0 eV
Spin multiplicity: 3
Total charge: +1
E_tot: -5204.761543 Ha

Atom charges from the Mulliken analysis, given in e for atoms 1 to 4:
1. Ni 2.012
2. C -1.227
3. C -0.445
4. S 1.182



A cluster of 7 separate species, C14H38N4O10 in total in a non-equilibrium geometry. Source: the OMol25 dataset; level of theory: wB97M-V/def2-TZVPD.

```
66
C14H38N4O10 (wB97M-V/def2-TZVPD)
C 0.868 1.990 0.217
C 1.788 1.378 -0.824
O 1.862 -0.070 -0.714
O -0.477 1.585 0.045
H 0.801 3.071 0.091
H 1.254 1.763 1.211
H 2.798 1.675 -0.542
H 1.757 1.727 -1.856
H 1.126 -0.454 -1.196
H -0.872 2.070 0.773
C 3.284 -0.561 2.880
C 4.405 0.467 2.791
O 3.947 1.745 2.299
O 3.182 -1.161 1.551
H 2.362 -0.041 3.137
H 3.646 -1.197 3.688
H 5.289 0.118 2.259
H 4.855 0.708 3.754
H 4.681 2.362 2.346
H 3.059 -0.472 0.894
C -2.152 -0.745 -3.683
C -1.113 0.120 -4.386
O -0.959 -0.223 -5.807
O -3.513 -0.368 -3.948
H -2.011 -0.955 -2.622
H -2.128 -1.747 -4.112
H -0.177 -0.102 -3.873
H -1.209 1.185 -4.178
H -1.268 0.515 -6.337
H -3.785 -0.882 -4.711
O -4.373 -0.985 2.444
C -4.727 -0.157 1.559
N -5.925 0.325 1.609
C -3.828 0.277 0.371
H -6.467 -0.161 2.308
H -6.111 1.295 1.395
H -4.150 1.154 -0.191
H -3.521 -0.623 -0.162
H -2.895 0.691 0.752
O -0.549 4.522 2.163
C 0.526 4.216 2.722
N 0.248 3.661 3.890
C 1.897 4.612 2.234
H 0.936 3.716 4.627
H -0.695 3.424 4.164
H 2.689 4.506 2.975
H 1.948 5.700 2.194
H 2.322 4.201 1.318
O -0.273 -4.023 -2.147
C 0.600 -3.565 -2.835
N 1.796 -3.229 -2.316
C 0.459 -3.337 -4.295
H 2.416 -2.792 -2.983
H 1.953 -3.050 -1.335
H -0.149 -4.062 -4.836
H 1.417 -3.590 -4.749
H 0.262 -2.315 -4.617
O -1.893 -3.925 2.156
C -1.239 -2.941 1.825
N -1.718 -1.729 1.863
C 0.134 -3.121 1.318
H -1.092 -0.957 1.685
H -2.699 -1.555 2.029
H 0.538 -2.290 0.739
H 0.112 -4.071 0.784
H 0.748 -3.323 2.196
```

Results
⟨S²⟩: 0.7504
E_HOMO (spin up / spin down): 0.4 / -6.6 eV
Spin multiplicity: 2
Total charge: -1
E_tot: -1527.582614 Ha

Atom charges from the Mulliken analysis, given in e for atoms 1 to 4:
1. C 0.236
2. C -1.557
3. O -0.126
4. O -0.664



A structure of composition C2H4F3IrNO5S2 in a non-equilibrium geometry. Source: the OMol25 dataset; level of theory: wB97M-V/def2-TZVPD.

```
18
C2H4F3IrNO5S2 (wB97M-V/def2-TZVPD)
N -0.048 0.974 0.217
S 1.425 1.029 -0.803
O 2.403 0.312 0.140
O 1.169 -0.018 -1.878
S -0.771 -0.407 0.628
O 0.162 -1.505 0.297
O -1.360 -0.500 1.949
C -2.254 -0.499 -0.513
F -3.256 0.147 0.046
F -1.948 0.065 -1.666
F -2.586 -1.754 -0.720
Ir 1.875 -1.502 -0.683
O 2.775 -2.988 -1.041
H 3.659 -3.206 -0.748
C -0.241 2.249 1.018
H -0.846 2.919 0.394
H 0.711 2.574 1.455
H -0.867 2.111 1.907
```

Results
ΔE to the lowest compared entry with this formula, charge and spin: 0.00 kJ/mol
⟨S²⟩: 6.0077
E_HOMO (spin up / spin down): -13.9 / -14.8 eV
Spin multiplicity: 5
Total charge: +1
E_tot: -1709.370854 Ha

Atom charges from the Mulliken analysis, given in e for atoms 1 to 4:
1. N -0.012
2. S 0.620
3. O -0.501
4. O -0.536



The molecule C2HNO2 in a non-equilibrium geometry. Source: the OMol25 dataset; level of theory: wB97M-V/def2-TZVPD.

```
6
C2HNO2 (wB97M-V/def2-TZVPD)
C 0.511 0.115 0.028
C -0.865 -0.271 0.220
H 0.798 -1.849 0.369
N -2.098 -0.046 -0.132
O 1.234 -0.894 -0.125
O 0.767 1.283 0.008
```

Results
ΔE to the lowest compared entry with this formula, charge and spin: 289.52 kJ/mol
E_HOMO: -11.5 eV
E_tot: -281.944843 Ha
SMILES: N#CC(=O)O

Atom charges from the Mulliken analysis, given in e for atoms 1 to 4:
1. C 0.739
2. C 0.050
3. H 0.435
4. N -0.329



A structure of composition CH4N2O2S in a non-equilibrium geometry. Source: the OMol25 dataset; level of theory: wB97M-V/def2-TZVPD.

```
10
CH4N2O2S (wB97M-V/def2-TZVPD)
C 1.040 0.074 1.211
N -1.136 -0.947 -0.844
N 0.549 1.101 0.600
O 0.992 -1.017 0.666
O -0.385 1.035 -2.200
S 0.129 -0.007 -1.340
H 1.242 0.152 2.282
H -0.777 -1.537 -0.177
H -2.108 -0.935 -1.102
H 0.454 2.080 0.903
```

Results
ΔE to the lowest compared entry with this formula, charge and spin: 166.42 kJ/mol
E_HOMO: -9.3 eV
E_tot: -698.611939 Ha

Atom charges from the Mulliken analysis, given in e for atoms 1 to 4:
1. C 0.228
2. N -0.352
3. N -0.487
4. O -0.693



A cluster of 2 separate species, C3H6O5 in total in a non-equilibrium geometry. Source: the OMol25 dataset; level of theory: wB97M-V/def2-TZVPD.

```
14
C3H6O5 (wB97M-V/def2-TZVPD)
O -1.499 0.377 -4.310
H -0.707 0.435 -4.892
H -1.382 -0.465 -3.816
O -1.295 -1.813 -0.134
O -4.526 0.101 0.411
O 0.000 0.000 0.000
O -3.491 -0.553 -1.541
C -1.150 -0.621 0.028
C -3.492 -0.102 -0.248
C -2.161 0.451 0.187
H 0.748 -0.635 -0.173
H -4.441 -0.447 -1.819
H -2.246 0.704 1.262
H -1.984 1.393 -0.367
```

Results
ΔE to the lowest compared entry with this formula, charge and spin: 45.37 kJ/mol
E_HOMO: -10.7 eV
E_tot: -494.133347 Ha
SMILES: O=C(O)CC(=O)O.O

Atom charges from the Mulliken analysis, given in e for atoms 1 to 4:
1. O -0.630
2. H 0.312
3. H 0.319
4. O -0.566



A structure of composition C21H26IMnN5O5. Source: the OMol25 dataset; level of theory: wB97M-V/def2-TZVPD.

```
59
C21H26IMnN5O5 (wB97M-V/def2-TZVPD)
Mn 0.032 0.572 0.699
O -5.099 0.589 -0.572
C -4.535 -0.273 -1.427
C -5.242 -0.575 -2.593
C -4.733 -1.473 -3.508
C -3.504 -2.095 -3.286
C -2.800 -1.798 -2.137
C -3.290 -0.888 -1.197
C -2.447 -0.570 -0.030
O -1.302 -1.093 0.117
N -2.954 0.347 0.824
N -1.965 0.721 1.677
C -2.183 1.499 2.655
C -0.991 1.890 3.429
C -1.061 2.558 4.643
C 0.110 2.853 5.319
C 1.321 2.470 4.765
C 1.302 1.812 3.544
N 0.183 1.533 2.893
H -4.477 0.695 0.195
H -6.195 -0.088 -2.751
H -5.297 -1.695 -4.406
H -3.108 -2.800 -4.004
H -1.839 -2.253 -1.937
H -3.185 1.847 2.898
H -2.031 2.833 5.038
H 0.079 3.373 6.268
H 2.259 2.682 5.258
H 2.220 1.503 3.056
C 0.880 -3.379 1.633
N 2.043 -2.780 0.984
C 3.055 -3.675 0.449
C 2.187 -1.454 1.038
O 1.396 -0.748 1.678
C 3.377 -0.827 0.320
O 3.250 0.574 0.291
C 3.155 1.136 -0.997
C 1.873 0.699 -1.699
O 1.138 -0.123 -1.131
N 1.604 1.183 -2.910
C 2.338 2.304 -3.477
C 0.294 0.929 -3.499
H 0.600 -4.274 1.079
H 0.053 -2.675 1.610
H 1.098 -3.651 2.668
H 2.571 -4.597 0.135
H 3.812 -3.922 1.198
H 3.549 -3.248 -0.420
H 3.455 -1.237 -0.688
H 4.292 -1.082 0.867
H 4.029 0.873 -1.606
H 3.126 2.215 -0.853
H 3.379 2.293 -3.167
H 1.881 3.247 -3.164
H 2.305 2.227 -4.562
H -0.148 0.047 -3.046
H 0.408 0.774 -4.572
H -0.359 1.786 -3.319
I 0.090 3.211 -0.268
```

Results
ΔE to the lowest compared entry with this formula, charge and spin: 0.00 kJ/mol
⟨S²⟩: 8.7539
E_HOMO (spin up / spin down): -7.7 / -7.7 eV
Spin multiplicity: 6
E_tot: -2914.633491 Ha

Atom charges from the Mulliken analysis, given in e for atoms 1 to 4:
1. Mn 0.562
2. O -0.668
3. C 0.453
4. C -0.653



A cluster of 3 separate species, C17H34N3O2 in total in a non-equilibrium geometry. Source: the OMol25 dataset; level of theory: wB97M-V/def2-TZVPD.

```
56
C17H34N3O2 (wB97M-V/def2-TZVPD)
C 4.691 -0.271 0.413
C 4.067 -0.841 -0.472
C 3.064 -1.346 -1.573
C 1.770 -0.428 -1.730
C 1.558 0.606 -0.512
C 0.281 1.474 -0.879
C 0.195 3.009 -0.459
C -1.217 3.358 -1.179
N -2.032 2.075 -1.048
C -1.176 0.904 -0.590
C -1.621 0.582 0.896
C -2.972 -0.306 0.798
H 5.144 0.428 1.165
H 3.622 -1.285 -2.564
H 2.701 -2.405 -1.366
H 1.915 0.230 -2.648
H 0.799 -1.014 -1.807
H 2.443 1.317 -0.407
H 1.479 0.072 0.489
H 0.317 1.523 -2.025
H 1.017 3.470 -1.098
H 0.262 3.187 0.652
H -1.005 3.424 -2.293
H -1.605 4.274 -0.655
H -2.498 1.752 -1.913
H -2.792 2.371 -0.402
H -1.286 -0.076 -1.135
H -0.882 -0.050 1.476
H -1.899 1.496 1.503
H -2.953 -1.202 1.486
H -3.166 -0.685 -0.255
H -3.867 0.327 1.098
C 1.611 -4.814 -3.467
O 1.378 -3.750 -2.916
N 1.742 -6.007 -2.840
C 2.020 -7.232 -3.566
C 1.602 -6.062 -1.397
H 1.736 -4.884 -4.560
H 1.210 -7.943 -3.389
H 2.961 -7.654 -3.207
H 2.100 -7.041 -4.636
H 0.609 -5.701 -1.119
H 2.351 -5.413 -0.938
H 1.733 -7.083 -1.040
C -2.827 4.381 2.937
O -3.521 3.635 2.261
N -2.156 4.025 4.057
C -1.352 4.971 4.807
C -2.244 2.652 4.524
H -2.693 5.443 2.673
H -0.319 4.617 4.837
H -1.742 5.044 5.824
H -1.378 5.958 4.343
H -1.873 1.983 3.744
H -3.288 2.408 4.726
H -1.654 2.520 5.430
```

Results
ΔE to the lowest compared entry with this formula, charge and spin: 34.32 kJ/mol
E_HOMO: -11.2 eV
Total charge: +1
E_tot: -982.540302 Ha

Atom charges from the Mulliken analysis, given in e for atoms 1 to 4:
1. C 0.044
2. C -0.423
3. C -0.182
4. C -0.451



Q: The highest E_tot belongs to which entry?
A: C2HNO2



Q: Which of these has the lowest E_tot?
A: C21H25Br6F3O3



Q: What is the E_tot in the eighth record?
A: -2914.633491 Ha



Q: The lowest E_tot belongs to which entry?
A: C21H25Br6F3O3